Here is a single C24H33N3O3 molecule from the Open Molecules 2025 dataset. Energies are from the ωB97M-V functional and the def2-TZVPD basis.

As for the HOMO energy: -8.3 eV. The total energy comes out at -1324.3054 Eh. The SMILES is C=CCC1(CC=C)CCCN1C(=O)C[C@H]1C(=O)NCCN1Cc1ccccc1OC. For the frontier orbital gap, the calculation gives 9.006 eV. As for the total charge: 0.

Last column: Löwdin charge in e.
Geometry (Å):
C (-5.013, -3.425, 0.766)  0.004
C (-3.893, -2.726, 0.755)  -0.178
C (-3.679, -1.454, 1.506)  -0.131
C (-3.411, -0.252, 0.573)  -0.397
C (-3.070, 0.984, 1.433)  -0.123
C (-2.780, 2.195, 0.611)  -0.183
C (-3.429, 3.340, 0.709)  0.013
C (-4.621, 0.009, -0.338)  -0.100
C (-4.022, 0.357, -1.695)  -0.135
C (-2.758, -0.494, -1.739)  -0.131
N (-2.310, -0.534, -0.358)  0.020
C (-1.083, -0.858, 0.094)  -0.427
O (-0.823, -0.928, 1.285)  0.053
C (-0.002, -1.161, -0.937)  -0.019
C (1.023, -0.009, -1.032)  -0.199
C (0.353, 1.137, -1.789)  -0.444
O (-0.213, 0.939, -2.852)  0.039
N (0.412, 2.370, -1.262)  0.091
C (1.088, 2.715, -0.036)  -0.150
C (2.177, 1.680, 0.206)  -0.164
N (1.541, 0.385, 0.261)  -0.102
C (2.326, -0.628, 0.954)  -0.110
C (3.609, -1.014, 0.256)  -0.124
C (3.622, -2.011, -0.706)  -0.042
C (4.775, -2.335, -1.402)  -0.087
C (5.945, -1.656, -1.126)  -0.085
C (5.967, -0.669, -0.154)  -0.022
C (4.809, -0.340, 0.539)  -0.225
O (4.755, 0.614, 1.518)  -0.111
C (5.942, 1.264, 1.894)  -0.082
H (-5.121, -4.344, 0.215)  0.049
H (-5.870, -3.112, 1.341)  0.058
H (-3.045, -3.068, 0.176)  0.106
H (-2.811, -1.573, 2.158)  0.114
H (-4.554, -1.225, 2.116)  0.126
H (-3.898, 1.178, 2.116)  0.125
H (-2.181, 0.737, 2.019)  0.117
H (-1.968, 2.084, -0.095)  0.088
H (-3.180, 4.196, 0.103)  0.049
H (-4.239, 3.476, 1.408)  0.057
H (-5.247, 0.808, 0.054)  0.122
H (-5.221, -0.899, -0.418)  0.108
H (-4.693, 0.130, -2.521)  0.114
H (-3.762, 1.414, -1.737)  0.104
H (-2.009, -0.058, -2.399)  0.094
H (-2.995, -1.510, -2.083)  0.131
H (0.504, -2.066, -0.601)  0.111
H (-0.404, -1.338, -1.932)  0.113
H (1.836, -0.350, -1.709)  0.159
H (-0.058, 3.097, -1.784)  0.153
H (1.511, 3.718, -0.128)  0.123
H (0.383, 2.701, 0.804)  0.118
H (2.668, 1.871, 1.159)  0.123
H (2.933, 1.748, -0.598)  0.140
H (1.688, -1.500, 1.094)  0.117
H (2.556, -0.220, 1.940)  0.132
H (2.713, -2.560, -0.907)  0.107
H (4.758, -3.114, -2.149)  0.101
H (6.854, -1.894, -1.659)  0.104
H (6.896, -0.162, 0.053)  0.101
H (6.694, 0.556, 2.257)  0.098
H (6.362, 1.849, 1.069)  0.097
H (5.664, 1.938, 2.704)  0.095